Formula: C6H9N5
Source: OMol25
Level of theory: wB97M-V/def2-TZVPD

The structure (SMILES) is CCN1CN=C2N=CN=CN21. The orbital gap is 8.5 eV. For the energy above the lowest of the compared OMol25 structures with the same formula, charge and spin, the calculation gives 275.1 kJ/mol. As for the charge: 0. As for the spin multiplicity: 1.

Each line ends with the Löwdin charge.
Element x y z (Å)
C1 1.385 -1.450 -0.297  -0.12
C2 3.386 -0.500 0.190  -0.20
C3 1.677 0.893 -0.043  -0.35
C4 -0.420 1.615 -0.197  -0.17
C5 -2.773 -0.132 -0.170  -0.09
C6 -1.456 -0.602 0.384  -0.21
N1 2.672 -1.678 -0.032  0.08
N2 0.869 -0.273 -0.284  0.01
N3 2.970 0.706 0.151  0.13
N4 0.970 1.994 0.055  0.10
N5 -0.405 0.102 -0.396  -0.08
H1 0.751 -2.216 -0.289  0.09
H2 4.512 -0.687 0.373  0.13
H3 -1.287 1.874 0.642  0.15
H4 -0.744 2.223 -1.068  0.11
H5 -3.573 -0.542 0.374  0.06
H6 -2.833 0.947 0.060  0.06
H7 -2.917 -0.160 -1.223  0.08
H8 -1.436 -0.350 1.400  0.09
H9 -1.346 -1.762 0.370  0.14